w:
ORCA calculation (ωB97M-V/def2-TZVPD) on a cluster of 10 separate species, C20H60O10 in total.

As for the SMILES: CCO.CCO.CCO.CCO.CCO.CCO.CCO.CCO.CCO.CCO. The HOMO-LUMO gap comes out at 9.68 eV. Its spin multiplicity is 1. The calculation puts the HOMO energy at -9.4 eV.

Last column: Löwdin charge in e.
Atoms and positions in Å:
C (8.847, -1.219, -6.585)  -0.10
C (7.539, -0.784, -7.228)  -0.31
O (6.810, -0.120, -6.193)  -0.09
H (9.350, -1.923, -7.248)  0.07
H (8.656, -1.720, -5.636)  0.05
H (9.518, -0.377, -6.413)  0.08
H (6.982, -1.617, -7.657)  0.10
H (7.771, -0.150, -8.083)  0.11
H (6.715, -0.753, -5.477)  0.03
C (2.625, 0.344, -2.142)  -0.07
C (2.968, 0.120, -3.641)  -0.29
O (1.773, -0.181, -4.366)  -0.07
H (2.142, 1.301, -1.942)  0.06
H (3.500, 0.215, -1.505)  0.04
H (1.889, -0.400, -1.838)  0.08
H (3.719, -0.652, -3.810)  0.10
H (3.484, 1.000, -4.023)  0.11
H (1.191, 0.578, -4.291)  0.08
C (5.327, -1.370, 1.278)  -0.05
C (6.797, -0.965, 1.499)  -0.26
O (7.569, -2.060, 1.025)  -0.11
H (5.051, -1.722, 0.285)  0.06
H (4.683, -0.504, 1.433)  0.06
H (5.026, -2.148, 1.980)  0.08
H (6.974, -0.736, 2.550)  0.12
H (7.129, -0.132, 0.880)  0.10
H (8.421, -2.063, 1.466)  0.10
C (7.204, -6.371, 0.496)  -0.08
C (7.898, -5.155, -0.058)  -0.30
O (6.995, -4.209, -0.627)  -0.10
H (7.898, -7.055, 0.985)  0.08
H (6.746, -6.930, -0.320)  0.07
H (6.425, -6.131, 1.221)  0.08
H (8.645, -5.464, -0.789)  0.10
H (8.391, -4.616, 0.751)  0.10
H (7.133, -3.329, -0.270)  0.03
C (2.181, 3.384, 0.344)  -0.08
C (3.392, 2.661, 0.946)  -0.31
O (2.871, 1.814, 1.948)  -0.09
H (2.514, 4.100, -0.408)  0.07
H (1.582, 3.932, 1.072)  0.08
H (1.490, 2.672, -0.107)  0.06
H (4.092, 3.316, 1.466)  0.10
H (3.995, 2.103, 0.230)  0.09
H (2.351, 1.111, 1.552)  0.08
C (7.026, -4.337, -5.545)  -0.05
C (7.302, -4.720, -4.087)  -0.33
O (6.368, -4.180, -3.237)  -0.07
H (6.073, -4.794, -5.809)  0.08
H (7.709, -4.751, -6.287)  0.08
H (6.932, -3.260, -5.680)  0.05
H (8.286, -4.322, -3.837)  0.08
H (7.383, -5.795, -3.924)  0.12
H (6.549, -4.557, -2.373)  0.06
C (10.975, -2.981, -1.054)  -0.07
C (10.347, -3.380, -2.387)  -0.32
O (11.216, -3.112, -3.502)  -0.07
H (10.284, -3.248, -0.254)  0.05
H (11.138, -1.904, -1.021)  0.08
H (11.941, -3.467, -0.919)  0.08
H (9.429, -2.798, -2.469)  0.10
H (9.970, -4.403, -2.418)  0.09
H (10.894, -3.560, -4.287)  0.07
C (8.475, 3.732, -3.594)  -0.08
C (8.202, 5.237, -3.664)  -0.34
O (8.925, 5.888, -2.675)  -0.09
H (9.540, 3.502, -3.616)  0.08
H (8.086, 3.241, -4.487)  0.07
H (7.905, 3.293, -2.775)  0.05
H (7.143, 5.320, -3.419)  0.10
H (8.363, 5.728, -4.624)  0.11
H (8.487, 5.717, -1.838)  0.02
C (6.594, 0.344, -2.066)  -0.07
C (6.276, -1.133, -2.215)  -0.32
O (6.690, -1.505, -3.488)  -0.08
H (6.069, 0.808, -1.231)  0.05
H (6.272, 0.901, -2.946)  0.08
H (7.654, 0.570, -1.948)  0.08
H (5.202, -1.221, -2.052)  0.09
H (6.857, -1.714, -1.499)  0.09
H (6.544, -2.454, -3.491)  0.03
C (8.118, 3.523, 0.224)  -0.06
C (7.341, 4.828, 0.594)  -0.30
O (7.145, 5.628, -0.554)  -0.07
H (9.048, 3.881, -0.218)  0.08
H (7.447, 3.005, -0.461)  0.05
H (8.404, 2.891, 1.065)  0.07
H (7.862, 5.255, 1.451)  0.11
H (6.368, 4.518, 0.976)  0.09
H (6.696, 6.406, -0.215)  0.10

x:
ORCA calculation (ωB97M-V/def2-TZVPD) on a cluster of 10 separate species, C20H60O10 in total.

As for the SMILES: CCO.CCO.CCO.CCO.CCO.CCO.CCO.CCO.CCO.CCO. The HOMO-LUMO gap comes out at 10.14 eV. Its spin multiplicity is 1. The calculation puts the HOMO energy at -9.7 eV.

Last column: Löwdin charge in e.
Atoms and positions in Å:
C (-2.858, -1.983, -4.410)  -0.09
C (-1.563, -2.139, -5.191)  -0.31
O (-1.050, -3.468, -5.028)  -0.12
H (-2.689, -2.101, -3.313)  0.07
H (-3.570, -2.807, -4.715)  0.09
H (-3.332, -1.016, -4.561)  0.07
H (-0.812, -1.434, -4.848)  0.10
H (-1.751, -2.014, -6.284)  0.12
H (-0.906, -3.612, -4.051)  0.08
C (-0.664, -1.894, 4.832)  -0.08
C (-0.331, -0.708, 3.979)  -0.34
O (-1.471, 0.073, 3.852)  -0.12
H (-1.504, -2.448, 4.442)  0.07
H (-0.951, -1.567, 5.842)  0.09
H (0.150, -2.568, 4.946)  0.06
H (0.042, -0.966, 2.934)  0.12
H (0.405, -0.059, 4.488)  0.12
H (-1.207, 0.900, 3.389)  0.05
C (2.355, -0.590, 0.936)  -0.07
C (2.769, -1.894, 0.247)  -0.29
O (2.626, -1.829, -1.149)  -0.12
H (2.215, -0.774, 1.996)  0.06
H (1.409, -0.201, 0.494)  0.08
H (3.222, 0.101, 0.865)  0.08
H (2.172, -2.706, 0.649)  0.11
H (3.847, -2.117, 0.437)  0.13
H (1.685, -1.959, -1.346)  0.06
C (-2.325, 1.428, -1.249)  -0.05
C (-0.847, 1.856, -1.369)  -0.31
O (-0.228, 0.888, -2.159)  -0.12
H (-2.508, 0.416, -0.875)  0.05
H (-2.695, 1.561, -2.237)  0.06
H (-2.970, 2.182, -0.738)  0.08
H (-0.277, 1.891, -0.433)  0.08
H (-0.778, 2.885, -1.858)  0.13
H (0.694, 1.063, -2.446)  0.06
C (2.554, 4.816, 2.469)  -0.09
C (2.797, 3.420, 1.924)  -0.23
O (1.664, 2.986, 1.014)  -0.12
H (1.794, 4.790, 3.293)  0.08
H (2.286, 5.558, 1.705)  0.08
H (3.538, 5.124, 2.879)  0.08
H (2.965, 2.711, 2.713)  0.10
H (3.748, 3.386, 1.333)  0.12
H (1.915, 3.122, 0.129)  0.03
C (1.715, -4.115, -3.225)  -0.06
C (3.015, -3.616, -3.980)  -0.24
O (3.345, -2.257, -3.723)  -0.11
H (1.443, -5.140, -3.533)  0.08
H (0.836, -3.457, -3.496)  0.06
H (1.756, -4.088, -2.156)  0.05
H (2.907, -3.774, -5.022)  0.10
H (3.831, -4.155, -3.544)  0.10
H (3.500, -2.092, -2.779)  0.05
C (-1.540, -3.341, 0.493)  -0.08
C (-1.512, -1.981, -0.215)  -0.29
O (-0.374, -1.867, -1.111)  -0.13
H (-1.638, -4.263, -0.138)  0.08
H (-2.416, -3.348, 1.202)  0.09
H (-0.696, -3.642, 1.107)  0.06
H (-1.410, -1.241, 0.563)  0.08
H (-2.465, -1.752, -0.765)  0.11
H (-0.327, -0.952, -1.524)  0.07
C (3.570, 1.937, -2.476)  -0.04
C (3.321, 0.541, -3.139)  -0.29
O (1.972, 0.234, -3.373)  -0.09
H (2.736, 2.092, -1.750)  0.06
H (3.684, 2.812, -3.077)  0.05
H (4.521, 1.890, -1.933)  0.07
H (3.698, -0.115, -2.404)  0.07
H (3.833, 0.429, -4.084)  0.12
H (1.959, -0.676, -3.666)  0.07
C (-1.542, 3.858, 4.072)  -0.08
C (-1.098, 3.582, 2.673)  -0.28
O (-0.374, 2.292, 2.673)  -0.14
H (-2.235, 4.684, 3.945)  0.08
H (-0.643, 4.008, 4.672)  0.08
H (-2.063, 2.983, 4.525)  0.08
H (-0.371, 4.325, 2.272)  0.11
H (-1.957, 3.428, 1.987)  0.11
H (0.160, 2.336, 1.854)  0.04
C (-4.309, 1.562, 3.166)  -0.08
C (-4.673, 0.177, 2.615)  -0.35
O (-3.590, -0.491, 2.072)  -0.09
H (-3.597, 1.875, 2.452)  0.05
H (-3.885, 1.338, 4.133)  0.07
H (-5.172, 2.177, 3.233)  0.07
H (-5.453, 0.338, 1.794)  0.13
H (-5.198, -0.399, 3.417)  0.11
H (-2.831, -0.436, 2.664)  0.04

Stability ranking, top and bottom: x is the most stable and w is the least stable.

w:
ORCA calculation (ωB97M-V/def2-TZVPD) on a cluster of 2 separate species, C6H16O in total.

As for the SMILES: CCC(C)CC.O. The HOMO-LUMO gap comes out at 10.88 eV. Its spin multiplicity is 1. The calculation puts the HOMO energy at -9.9 eV.

Last column: Löwdin charge in e.
Atoms and positions in Å:
C (1.821, 2.340, -1.772)  -0.13
C (0.648, 1.659, -1.042)  -0.29
C (1.146, 0.584, -0.043)  -0.39
C (1.606, 1.303, 1.216)  -0.08
C (-0.202, -0.337, 0.004)  -0.20
C (-0.084, -1.169, 1.281)  -0.14
H (2.838, 2.100, -1.316)  0.08
H (1.623, 2.231, -2.948)  0.10
H (1.773, 3.439, -1.760)  0.05
H (-0.300, 1.392, -1.633)  0.12
H (0.273, 2.474, -0.314)  0.11
H (1.881, -0.130, -0.543)  0.15
H (1.515, 0.645, 2.048)  0.04
H (0.995, 2.088, 1.530)  0.05
H (2.653, 1.705, 0.928)  0.11
H (-1.003, 0.475, 0.077)  0.12
H (-0.236, -0.873, -0.936)  0.10
H (-0.002, -0.738, 2.314)  0.08
H (-0.857, -1.839, 1.567)  0.04
H (0.709, -1.914, 1.184)  0.08
H (-4.454, -4.158, -0.490)  0.00
H (-4.666, -3.181, 0.604)  0.00
O (-4.044, -3.750, 0.228)  0.00

x:
ORCA calculation (ωB97M-V/def2-TZVPD) on a cluster of 2 separate species, C6H16O in total.

As for the SMILES: CCC(C)(C)C.O. The HOMO-LUMO gap comes out at 11.50 eV. Its spin multiplicity is 1. The calculation puts the HOMO energy at -10.7 eV.

Last column: Löwdin charge in e.
Atoms and positions in Å:
C (0.553, 1.381, -1.004)  -0.11
C (-0.532, -1.033, 0.846)  -0.06
C (-1.479, 0.743, 2.275)  -0.08
C (-2.256, 0.577, -0.003)  -0.09
C (0.051, 1.465, 0.428)  -0.23
C (-1.032, 0.418, 0.812)  -0.65
H (1.341, 2.101, -1.279)  0.08
H (-0.275, 1.473, -1.727)  0.07
H (0.969, 0.361, -1.074)  0.07
H (-0.171, -1.310, -0.159)  0.08
H (-1.332, -1.734, 1.138)  0.09
H (0.303, -1.135, 1.560)  0.09
H (-2.256, 0.074, 2.680)  0.09
H (-1.860, 1.778, 2.295)  0.08
H (-0.589, 0.683, 2.924)  0.08
H (-2.028, 0.419, -1.070)  0.08
H (-2.610, 1.613, 0.132)  0.09
H (-3.065, -0.113, 0.290)  0.09
H (0.938, 1.445, 1.091)  0.12
H (-0.438, 2.450, 0.551)  0.11
O (5.080, -4.141, -3.824)  -0.09
H (4.649, -3.573, -3.144)  0.05
H (6.040, -3.942, -3.740)  0.05

Stability ranking, top and bottom: x is the most stable and w is the least stable.

w:
ORCA calculation (ωB97M-V/def2-TZVPD) on a cluster of 2 separate species, C2H6S2 in total.

As for the SMILES: C=C.SS. The HOMO-LUMO gap comes out at 9.61 eV. Its spin multiplicity is 1. The calculation puts the HOMO energy at -9.2 eV.

Last column: Löwdin charge in e.
Atoms and positions in Å:
C (0.472, -1.106, 1.290)  -0.09
C (-0.207, -1.650, 0.278)  -0.08
S (-1.141, 1.753, -1.646)  0.19
S (0.869, 1.890, -1.272)  0.21
H (0.946, 1.425, 0.027)  -0.21
H (0.665, 0.004, 1.473)  0.05
H (1.185, -1.693, 1.825)  0.03
H (-0.942, -1.010, -0.341)  0.05
H (-0.385, -2.702, 0.162)  0.04
H (-1.463, 3.090, -1.796)  -0.18

x:
ORCA calculation (ωB97M-V/def2-TZVPD) on an isolated molecule of C2H6S2.

As for the SMILES: CCSS. The HOMO-LUMO gap comes out at 8.66 eV. Its spin multiplicity is 1. The calculation puts the HOMO energy at -8.2 eV.

Last column: Löwdin charge in e.
Atoms and positions in Å:
C (1.003, 0.778, -0.873)  -0.19
C (0.266, -0.286, -0.069)  -0.73
S (-1.325, 0.268, 0.399)  0.45
S (-1.721, -1.224, 1.845)  0.31
H (0.416, 1.000, -1.770)  0.07
H (1.262, 1.692, -0.333)  0.07
H (2.002, 0.465, -1.197)  0.07
H (0.190, -1.216, -0.637)  0.07
H (0.961, -0.521, 0.748)  0.07
H (-3.053, -0.957, 1.888)  -0.19

Stability ranking, top and bottom: x is the most stable and w is the least stable.

w:
ORCA calculation (ωB97M-V/def2-TZVPD) on a cluster of 2 separate species, CHO2S2 in total.

As for the total charge: -1. The HOMO-LUMO gap (spin up / spin down) comes out at 4.72 / 4.66 eV. Its spin multiplicity is 1. The calculation puts the HOMO energy (spin up / spin down) at -3.3 / -3.3 eV.

Last column: Löwdin charge in e.
Atoms and positions in Å:
C (-1.184, -0.230, -0.142)  -1.03
O (2.941, 1.066, 0.623)  -0.71
O (-1.033, 0.382, -1.187)  -0.20
S (-2.578, -1.146, 0.339)  0.23
S (2.272, 0.028, -0.250)  0.73
H (-0.418, -0.100, 0.618)  -0.03

x:
ORCA calculation (ωB97M-V/def2-TZVPD) on a structure of composition CHO2S2.

As for the total charge: -1. The HOMO-LUMO gap comes out at 6.38 eV. Its spin multiplicity is 1. The calculation puts the HOMO energy at -2.7 eV.

Last column: Löwdin charge in e.
Atoms and positions in Å:
C (-0.569, -0.611, 0.221)  -0.97
O (1.519, 1.345, -0.945)  -0.74
O (0.214, -0.036, 1.049)  -0.44
S (-0.427, -2.199, -0.256)  0.49
S (0.526, 1.541, 0.170)  0.69
H (-1.263, -0.040, -0.239)  -0.03

Stability ranking, top and bottom: x is the most stable and w is the least stable.

w:
ORCA calculation (ωB97M-V/def2-TZVPD) on a structure of composition C2H7NS.

The HOMO-LUMO gap comes out at 8.88 eV. Its spin multiplicity is 1. The calculation puts the HOMO energy at -8.8 eV.

Last column: Löwdin charge in e.
Atoms and positions in Å:
S (0.865, 2.162, 1.256)  0.41
H (1.762, 1.304, 1.752)  -0.26
C (0.077, -0.518, -0.357)  -0.42
C (-0.681, -1.605, -0.122)  0.00
N (-0.249, 0.556, -1.210)  -0.01
H (1.160, -0.494, -0.187)  0.10
H (-0.284, -2.572, 0.142)  0.05
H (-1.690, -1.553, -0.507)  0.05
H (0.162, 1.409, -0.790)  -0.04
H (-1.241, 0.717, -1.295)  0.08
H (0.120, 0.593, 1.317)  0.04

x:
ORCA calculation (ωB97M-V/def2-TZVPD) on a cluster of 2 separate species, C2H7NS in total.

As for the SMILES: C=NC.S. The HOMO-LUMO gap comes out at 10.61 eV. Its spin multiplicity is 1. The calculation puts the HOMO energy at -9.6 eV.

Last column: Löwdin charge in e.
Atoms and positions in Å:
S (0.854, 0.480, 4.580)  0.46
H (1.801, 1.285, 4.163)  -0.25
C (-0.406, -0.922, -1.028)  -0.13
C (-0.647, 0.523, -2.823)  -0.11
N (-0.049, 0.376, -1.717)  -0.09
H (-0.156, -0.728, 0.026)  0.06
H (0.196, -1.686, -1.486)  0.07
H (-1.468, -0.935, -0.797)  0.07
H (-1.524, -0.046, -3.146)  0.07
H (-0.235, 1.315, -3.449)  0.06
H (1.634, 0.339, 5.678)  -0.21

Stability ranking, top and bottom: x is the most stable and w is the least stable.

w:
ORCA calculation (ωB97M-V/def2-TZVPD) on a cluster of 2 separate species, C5H12NO in total.

As for the total charge: +1. The expectation value of S² is 2.008. The HOMO-LUMO gap (spin up / spin down) comes out at 6.47 / 6.09 eV. Its spin multiplicity is 3. The calculation puts the HOMO energy (spin up / spin down) at -9.7 / -13.2 eV.

Last column: Löwdin charge in e.
Atoms and positions in Å:
C (-1.390, 0.159, -1.043)  -0.01
C (-1.188, 0.726, 0.331)  -0.16
C (2.223, 0.746, -0.196)  -0.12
C (1.529, -1.507, 0.499)  -0.02
C (2.096, -0.668, -0.401)  -0.27
N (-2.621, 0.792, 0.953)  0.17
O (-0.927, -0.693, 0.119)  -0.05
H (-2.386, -0.085, -1.361)  0.11
H (-0.798, 0.188, -1.879)  0.09
H (1.949, 1.289, 0.734)  0.09
H (1.528, 1.298, -0.994)  0.13
H (3.213, 1.092, -0.522)  0.09
H (1.523, -1.124, 1.472)  0.08
H (1.596, -2.644, 0.345)  0.14
H (0.204, -0.906, 0.204)  0.10
H (2.298, -0.998, -1.428)  0.12
H (-3.028, -0.121, 1.052)  0.14
H (-3.207, 1.166, 0.204)  0.15
H (-2.612, 1.291, 1.911)  0.21

x:
ORCA calculation (ωB97M-V/def2-TZVPD) on a cluster of 2 separate species, C5H12NO in total.

As for the total charge: +1. The expectation value of S² is 2.021. The HOMO-LUMO gap (spin up / spin down) comes out at 8.16 / 8.84 eV. Its spin multiplicity is 3. The calculation puts the HOMO energy (spin up / spin down) at -11.0 / -15.0 eV.

Last column: Löwdin charge in e.
Atoms and positions in Å:
C (-2.091, 0.669, 1.021)  0.07
C (-1.260, -0.349, 1.219)  -0.12
C (1.192, -0.370, -1.670)  0.02
C (1.005, 1.279, 0.105)  0.03
C (-0.201, -0.800, 0.310)  -0.42
N (0.304, 0.208, -0.646)  -0.13
O (0.829, -1.538, 0.759)  0.09
H (-2.866, 0.884, 1.730)  0.08
H (-2.063, 1.319, 0.161)  0.07
H (-1.393, -0.979, 2.086)  0.12
H (0.665, -1.145, -2.224)  0.11
H (1.524, 0.409, -2.353)  0.12
H (2.059, -0.813, -1.183)  0.11
H (1.393, 2.025, -0.586)  0.12
H (0.325, 1.762, 0.805)  0.10
H (1.833, 0.844, 0.661)  0.12
H (-1.337, -1.953, -0.617)  0.19
H (-0.516, 0.620, -1.106)  0.18
H (0.597, -2.070, 1.529)  0.15

Stability ranking, top and bottom: x is the most stable and w is the least stable.